[1]
Computed, not measured: a structure of composition C45H42AsCuGeNSbSe4, with the ωB97M-V functional and the def2-TZVPD basis.

Output
**Orbital gap**: 0.2188 Ha
**Charge**: -2
**Multiplicity**: 1

Atoms and positions in Å:
Cu -1.80625 -0.24443 -0.06963
C -3.88579 1.32245 -1.35583
N -3.84429 0.12412 -0.50965
C -4.62296 0.36457 0.71065
C -4.37624 -1.01964 -1.29994
C -4.83661 -2.16396 -0.45238
C -6.20767 -2.41643 -0.38859
C -6.71981 -3.42527 0.41122
C -5.84184 -4.18336 1.17327
C -4.47701 -3.94495 1.12038
C -3.94948 -2.94639 0.29718
H -4.92778 1.57711 -1.61416
H -3.32895 1.14429 -2.27269
H -3.43220 2.16332 -0.83485
H -5.68119 0.55945 0.47755
H -4.20775 1.23649 1.22131
H -4.56156 -0.49601 1.37415
H -3.58957 -1.33730 -1.98788
H -5.22929 -0.66358 -1.89158
H -6.88144 -1.79714 -0.97478
H -7.78721 -3.61156 0.44137
H -6.21136 -4.97929 1.81279
H -3.82056 -4.52953 1.75276
C 0.04829 5.85093 0.71605
C 0.91902 5.29047 -0.21011
C 0.92822 3.91448 -0.41909
C 0.10330 3.07183 0.31739
C -0.75397 3.64298 1.25618
C -0.79856 5.02020 1.44187
As 0.08581 1.08746 0.04169
C 0.17096 1.62559 -2.08027
C 1.07537 1.21849 -3.06132
C 0.90323 1.53925 -4.40947
C -0.18435 2.29853 -4.81468
C -1.08699 2.74989 -3.85393
C -0.89557 2.41833 -2.51791
C 0.20287 0.98563 2.17367
C -0.85680 0.39553 2.86119
C -0.86366 0.26730 4.24912
C 0.20940 0.74560 4.98927
C 1.27499 1.35379 4.33030
C 1.26087 1.46835 2.94565
H 0.02723 6.92442 0.87048
H 1.58601 5.92501 -0.78272
H 1.57897 3.49419 -1.17392
H -1.38473 3.00217 1.85866
H -1.48443 5.44461 2.16654
H 1.94581 0.63703 -2.79362
H 1.62404 1.18981 -5.14242
H -0.32470 2.54296 -5.86211
H -1.93309 3.36265 -4.15078
H -1.58774 2.80759 -1.77995
H -1.69070 -0.01686 2.29790
H -1.69112 -0.22631 4.74810
H 0.22474 0.63136 6.06818
H 2.12982 1.71006 4.89595
H 2.11957 1.92395 2.46197
Se -1.68496 -5.39735 3.21030
Sb -1.18717 -5.42697 0.82948
Se -2.04948 -2.67894 0.21263
Se 1.13406 -5.60384 0.22753
Se -2.77966 -6.52745 -0.62601
C 5.61647 2.92129 -1.44708
C 4.77885 3.19382 -0.37310
C 3.80773 2.27169 0.00240
C 3.64825 1.05798 -0.67447
C 4.50012 0.80465 -1.75466
C 5.47354 1.72326 -2.13621
Ge 2.19403 -0.18566 -0.15118
C 2.69970 -1.06440 1.51397
C 1.77720 -1.88476 2.16945
C 2.13445 -2.58539 3.30992
C 3.42506 -2.46716 3.81570
C 4.35757 -1.66587 3.16848
C 3.99677 -0.97067 2.01689
C 2.18412 -1.64152 -1.46295
C 1.05311 -2.02155 -2.18496
C 1.09946 -3.09195 -3.06950
C 2.28803 -3.78085 -3.26286
C 3.41944 -3.42393 -2.54029
C 3.35977 -2.37677 -1.62983
H 6.36772 3.64127 -1.75211
H 4.86995 4.12879 0.16664
H 3.15282 2.51893 0.82773
H 4.39553 -0.11633 -2.31706
H 6.11599 1.50504 -2.98145
H 0.77214 -1.99814 1.78129
H 1.41745 -3.24962 3.77756
H 3.71048 -3.02649 4.69873
H 5.36938 -1.58806 3.55259
H 4.72729 -0.33661 1.52066
H 0.11582 -1.50229 -2.03405
H 0.19926 -3.40568 -3.58302
H 2.31922 -4.62907 -3.93653
H 4.33437 -3.99675 -2.64365
H 4.23085 -2.15289 -1.01946



[2]
Computed, not measured: a structure of composition C45H42AuBN8O5 at a distorted geometry, with the ωB97M-V functional and the def2-TZVPD basis.

Output
**Orbital gap**: 0.2340 Ha
**Charge**: 0
**Multiplicity**: 1
**Energy above the lowest of the compared OMol25 structures with the same formula, charge and spin**: 0.00 kcal/mol

Atoms and positions in Å:
Au 0.24750 -0.18560 0.50610
C -5.25690 3.82130 1.79840
O -4.95400 4.25490 0.48840
C -5.44850 3.40770 -0.49570
C -6.76000 3.48440 -0.92380
C -7.21630 2.63270 -1.91770
C -6.35220 1.71160 -2.49000
C -5.04000 1.62350 -2.06940
C -4.57250 2.46260 -1.05710
N -3.25840 2.45450 -0.61160
C -2.42370 1.36600 -0.46880
N -3.05110 0.17020 -0.41430
C -2.59320 -1.12260 -0.27820
C -1.27610 -1.54280 -0.71550
C -0.92860 -2.90280 -0.39710
C -1.81380 -3.76940 0.16750
C -3.15070 -3.38080 0.38870
C -3.52260 -2.07030 0.16770
O -4.83130 -1.62580 0.31700
C -5.78720 -2.44450 -0.32490
N -1.12750 1.52780 -0.34820
C -0.60610 2.83680 -0.28150
C -0.05200 3.22020 0.94280
C 0.44070 4.48870 1.16270
C 0.40740 5.42300 0.14010
C -0.08030 5.05090 -1.09400
C -0.58820 3.77270 -1.33090
O -1.03990 3.60010 -2.61180
C -1.18620 2.31410 -3.15780
H -4.88230 4.59090 2.47170
H -4.76320 2.86640 2.02560
H -6.33770 3.70500 1.93960
H -7.41990 4.21270 -0.47520
H -8.24250 2.68870 -2.24370
H -6.69690 1.06470 -3.28230
H -4.36690 0.91420 -2.52750
H -2.93100 3.33820 -0.23830
H -4.05870 0.23110 -0.27980
H 0.04800 -3.24120 -0.70750
H -1.52640 -4.78680 0.39350
H -3.86940 -4.10810 0.72430
H -6.04750 -3.31730 0.28280
H -5.40660 -2.78310 -1.29380
H -6.67560 -1.82760 -0.47380
H -0.05140 2.48480 1.73260
H 0.82620 4.74980 2.13580
H 0.76170 6.43040 0.29850
H -0.10150 5.73920 -1.92480
H -1.08910 2.42830 -4.23960
H -2.16540 1.88450 -2.93110
H -0.40720 1.63940 -2.79940
C -0.27880 -0.29690 5.34430
C 0.68640 -1.07700 4.73310
C 0.77560 -1.11130 3.34890
C -0.08090 -0.35560 2.57060
C -1.06740 0.39700 3.18220
C -1.16720 0.42510 4.56690
H -0.34220 -0.25230 6.42290
H 1.38360 -1.65550 5.32180
H 1.52080 -1.74200 2.89010
H -1.77260 0.96570 2.59120
H -1.93850 1.02500 5.03050
O -1.75880 -0.66590 -3.08210
B -0.83010 -1.03890 -2.10760
O 0.45530 -1.06360 -2.65340
C 0.30620 -0.74220 -3.96470
C 1.25380 -0.62990 -4.96350
C 0.79550 -0.31120 -6.23780
C -0.54960 -0.11110 -6.50130
C -1.50220 -0.18940 -5.49130
C -1.04980 -0.50660 -4.22680
H 2.29940 -0.80890 -4.77380
H 1.50850 -0.22940 -7.04320
H -0.86720 0.09250 -7.51290
H -2.55080 -0.02970 -5.67670
C 2.42360 1.65650 -1.76550
C 3.14140 0.83110 -0.76810
N 2.55130 0.07070 0.13160
C 3.53510 -0.56060 0.83020
C 4.74380 -0.18130 0.34350
N 4.48700 0.69920 -0.67690
C 5.52760 1.41830 -1.37610
N 6.32300 2.15490 -0.45130
N 7.62880 1.83300 -0.21810
N 8.09690 2.57530 0.70230
C 7.12470 3.41430 1.14780
C 7.12720 4.38850 2.14890
C 5.94150 5.05270 2.37900
C 4.78690 4.78680 1.63930
C 4.75930 3.82860 0.63880
C 5.94310 3.14890 0.40900
H 1.40050 1.77730 -1.42020
H 2.41650 1.16000 -2.73780
H 2.87260 2.64190 -1.88550
H 3.30320 -1.23550 1.62530
H 5.74400 -0.44170 0.61920
H 5.07060 2.08450 -2.11790
H 6.20870 0.71550 -1.87210
H 8.02130 4.60550 2.70860
H 5.89960 5.80310 3.15590
H 3.88660 5.34230 1.85630
H 3.85580 3.62030 0.08340



[3]
Computed, not measured: a structure of composition C45H42BrCl3N12O4PS3Y, with the ωB97M-V functional and the def2-TZVPD basis.

Output
**Orbital gap (spin up / spin down)**: 0.1547 / 0.2524 Ha
**⟨S²⟩**: 0.78
**Charge**: -1
**Multiplicity**: 2
**Energy above the lowest of the compared OMol25 structures with the same formula, charge and spin**: 15.58 kcal/mol

Atoms and positions in Å:
Y 1.32896 -0.90279 0.30852
Br -0.09816 6.67907 0.83119
C 0.07035 4.78851 0.98678
C -0.87677 4.06799 1.70468
C -0.71175 2.70911 1.87440
C 0.38846 1.99994 1.33376
O 0.54049 0.73291 1.57481
C 1.32484 2.76574 0.57850
C 2.58692 2.21228 0.13250
N 2.89081 0.97319 0.19663
C 4.21874 0.54404 0.01185
C 5.16143 1.18575 -0.79531
C 6.45531 0.69838 -0.84575
C 6.82987 -0.39377 -0.07239
C 5.90244 -1.05495 0.75188
C 6.23349 -2.12728 1.61340
C 5.23915 -2.64621 2.45029
C 3.94760 -2.19402 2.34093
N 3.54914 -1.24007 1.45852
C 4.54525 -0.60541 0.74796
C 1.15210 4.14532 0.43197
H -1.72624 4.57561 2.14324
H -1.41902 2.15772 2.48072
H 3.34781 2.94469 -0.15094
H 4.86135 2.01254 -1.42663
H 7.17929 1.16973 -1.49961
H 7.85186 -0.75487 -0.09451
H 7.25221 -2.49231 1.65146
H 5.47150 -3.41500 3.17830
H 3.16660 -2.61901 2.95672
H 1.90695 4.71343 -0.09927
C 1.97468 2.95014 -5.11115
C 1.71311 2.73509 -3.63626
O 2.36562 1.53917 -3.18207
P 1.52792 0.19923 -2.91629
S 2.77207 -1.17589 -2.26327
S -0.06295 0.56869 -1.77795
O 1.02809 -0.11839 -4.41422
C 0.20286 -1.27852 -4.62132
C -0.12576 -1.36485 -6.09193
H 1.51069 3.88310 -5.43819
H 1.56057 2.12723 -5.69213
H 3.04630 3.00830 -5.30411
H 0.64420 2.67713 -3.42085
H 2.12875 3.54874 -3.03867
H -0.70217 -1.17880 -4.01689
H 0.74515 -2.16310 -4.28076
H -0.67805 -0.48216 -6.41684
H -0.74014 -2.24671 -6.27774
H 0.78611 -1.44341 -6.68481
N 4.33699 -6.70276 2.54845
C 4.02565 -5.93952 1.43518
C 2.96758 -5.01848 1.46414
N 2.65122 -4.29478 0.41255
C 3.36423 -4.48747 -0.70062
C 4.39795 -5.40124 -0.72628
N 4.73840 -6.13229 0.33724
H 4.11621 -6.28175 3.43592
H 5.26229 -7.09992 2.50726
H 2.39595 -4.86578 2.37548
H 3.10227 -3.89312 -1.56679
H 4.98175 -5.55031 -1.62668
Cl -8.97870 4.76178 4.06276
C -7.70299 3.86940 3.28962
C -7.96038 3.18018 2.11699
C -6.93238 2.47724 1.51302
C -5.64880 2.45257 2.04993
C -4.56504 1.64472 1.37115
C -4.39278 0.31316 2.07984
N -3.43321 -0.46486 1.35533
C -3.65881 -1.12429 0.16408
C -2.43888 -1.53622 -0.26594
N -1.47722 -1.15812 0.64094
C -2.10306 -0.50245 1.58007
O -4.93417 1.38154 0.04178
C -3.86001 1.57760 -0.86919
C -3.58127 3.01042 -1.21094
C -4.48669 3.95186 -1.59557
Cl -6.18555 3.76019 -1.78508
S -3.75530 5.44669 -2.01545
C -2.19494 4.81754 -1.69373
C -2.25025 3.53084 -1.26655
C -5.43827 3.14267 3.23762
Cl -3.87984 3.10629 4.01264
C -6.44660 3.85770 3.86477
H -8.94978 3.20043 1.68247
H -7.10631 1.95428 0.58367
H -3.61276 2.18534 1.40206
H -5.34732 -0.21587 2.10488
H -4.06169 0.46588 3.10789
H -4.64432 -1.21991 -0.25679
H -2.20454 -2.08677 -1.15916
H -1.63427 -0.05591 2.44075
H -4.14627 1.02047 -1.76253
H -2.93725 1.12516 -0.48396
H -1.32444 5.44439 -1.79867
H -1.37597 2.94839 -0.98637
H -6.24945 4.39112 4.78305
N -3.00896 -4.31398 -3.08937
C -1.88959 -4.20958 -2.80575
N -0.59801 -4.16230 -2.54341
C -0.13108 -3.39357 -1.63431
N 0.38454 -2.73143 -0.82047
N 0.04668 -3.45636 2.00320
C -0.45380 -4.03161 3.10305
C -0.10175 -3.22908 4.17080
C 0.61698 -2.17139 3.59389
N 0.69728 -2.32460 2.28016
H -0.00694 -3.72765 1.02566
H -1.00917 -4.95232 3.04986
H -0.33089 -3.38532 5.20993
H 1.07567 -1.31213 4.05642



[4]
Computed, not measured: a structure of composition C45H42Cl2IrN5OS3Si, with the ωB97M-V functional and the def2-TZVPD basis.

Output
**Orbital gap (spin up / spin down)**: 0.2105 / 0.2220 Ha
**Charge**: 0
**Multiplicity**: 1

Atoms and positions in Å:
Ir -0.15381 -0.72996 2.48883
N 0.45915 0.97384 1.30677
S 0.47578 1.53086 -0.02499
N 0.15084 0.68440 -1.40910
S -1.08217 -0.15620 -1.76545
N -1.15096 -1.65754 -1.44660
S -0.11064 -2.38832 -0.36555
N -0.20481 -2.17469 1.05646
C 1.47491 -2.11460 -1.17491
C 2.54099 -1.81771 -0.34750
C 3.79619 -1.65462 -0.93211
C 3.95583 -1.78599 -2.30162
C 2.86189 -2.07557 -3.11601
C 1.60936 -2.24562 -2.55309
C -0.47191 -4.07284 -0.80782
C -1.70305 -4.44998 -1.31700
C -1.94897 -5.79730 -1.54034
C -0.97418 -6.74220 -1.25490
C 0.25171 -6.34904 -0.73394
C 0.50659 -5.00772 -0.50122
C -2.59237 0.58040 -1.21931
C -3.12594 0.11823 -0.02699
C -4.25065 0.76482 0.47328
C -4.81188 1.82899 -0.21388
C -4.25436 2.27695 -1.40680
C -3.13052 1.65506 -1.91857
C -1.15169 -0.05459 -3.54325
C -1.99925 -0.92756 -4.21076
C -2.04256 -0.88367 -5.59384
C -1.23969 0.01411 -6.28861
C -0.39253 0.87294 -5.60478
C -0.34363 0.84397 -4.21710
C -0.57659 2.97667 -0.20958
C -0.47983 3.83256 -1.29726
C -1.31266 4.93804 -1.35530
C -2.23056 5.17052 -0.33630
C -2.31856 4.30188 0.74153
C -1.47881 3.19811 0.81518
C 2.06496 2.16307 -0.55551
C 2.57347 3.22428 0.18065
C 3.86559 3.65889 -0.06215
C 4.64503 3.02042 -1.01898
C 4.12999 1.95235 -1.73867
C 2.83154 1.51658 -1.51285
H 2.38073 -1.67556 0.72658
H 4.64285 -1.41093 -0.30394
H 4.93572 -1.66201 -2.74599
H 2.99018 -2.17724 -4.18620
H 0.75258 -2.48687 -3.17106
H -2.45558 -3.70301 -1.52435
H -2.90856 -6.10733 -1.93258
H -1.17237 -7.79108 -1.43284
H 1.00746 -7.08717 -0.50123
H 1.45256 -4.68852 -0.08155
H -2.69045 -0.70112 0.54229
H -4.68017 0.41782 1.40187
H -5.69223 2.31842 0.18314
H -4.69215 3.11182 -1.93771
H -2.68483 1.99959 -2.84250
H -2.60323 -1.63175 -3.65402
H -2.69708 -1.55627 -6.13165
H -1.27370 0.03926 -7.36985
H 0.23826 1.56383 -6.14797
H 0.32098 1.49132 -3.66168
H 0.24464 3.64327 -2.08076
H -1.24301 5.62272 -2.19069
H -2.87722 6.03733 -0.38440
H -3.03467 4.48239 1.53263
H -1.50747 2.50887 1.65225
H 1.96910 3.69893 0.94465
H 4.26766 4.48739 0.50549
H 5.65928 3.35323 -1.19677
H 4.74016 1.44609 -2.47554
H 2.42643 0.67925 -2.06396
Cl -4.89812 -1.78709 3.15028
C -4.05133 -0.49748 3.95697
C -4.74064 0.28186 4.86156
C -4.09090 1.30348 5.55402
C -2.73364 1.50176 5.35222
C -2.08256 0.69697 4.44204
Cl -0.34219 0.81340 4.25582
C -2.67570 -0.30239 3.65116
N -2.03345 -0.99833 2.67577
H -5.79049 0.08293 5.02965
H -4.63516 1.91795 6.25745
H -2.18363 2.25321 5.90418
C 3.66652 -2.17687 4.52198
Si 3.21498 -0.70772 3.43177
C 3.00325 0.79301 4.55623
C 4.71862 -0.36743 2.33527
O 1.93487 -1.00525 2.52214
H 4.62456 -2.03563 5.03026
H 3.73643 -3.08519 3.91784
H 2.90080 -2.34641 5.28292
H 3.91666 0.99213 5.12395
H 2.19699 0.63548 5.27613
H 2.77084 1.69030 3.97512
H 5.52803 0.09907 2.90384
H 4.45149 0.30473 1.51407
H 5.11665 -1.29138 1.90565



Among the records above, which one has the lowest charge?
C45H42AsCuGeNSbSe4